The following is a quantum chemistry calculation of a 2-piece molecular cluster, C3H7NS2 overall, from the Open Molecules 2025 dataset.

For the total energy, the calculation gives -26380.56888 eV. The value obtained for the LUMO energy is 0.63 eV.

Bonds (Å) are listed after each position.
Element x y z (Å)
1 C -1.651 -1.453 -0.949  H5 1.320, H6 1.306, S12 1.799
2 C -0.304 0.885 -1.313  H7 1.131, N11 1.313, S12 1.760
3 C 1.577 0.544 1.882  H8 1.077, H9 1.232, H10 1.140, S13 1.746
4 H -0.305 -1.165 -0.436  no bonds
5 H -1.760 -2.439 -1.820  C1 1.320
6 H -2.575 -1.332 -0.034  C1 1.306
7 H -0.041 1.809 -1.911  C2 1.131
8 H 2.470 0.994 2.281  C3 1.077
9 H 1.564 -0.683 1.776  C3 1.232
10 H 0.664 0.924 2.449  C3 1.140
11 N 0.392 0.420 -0.302  C2 1.313, S13 1.785
12 S -1.578 -0.056 -2.080  C1 1.799, C2 1.760
13 S 1.546 1.552 0.457  C3 1.746, N11 1.785